No. 1
# C32H36N2

2 unconnected molecules or ions with the total composition C32H36N2 in a non-equilibrium geometry (ωB97M-V/def2-TZVPD, OMol25).

Properties
DFT total energy: -1350.35908 a.u.

Geometry (Å):
C  -4.896  2.649  3.095
C  -4.093  1.587  2.405
C  -3.499  0.560  3.134
C  -2.717  -0.425  2.519
C  -2.149  -1.501  3.405
C  -2.478  -0.367  1.131
C  -1.576  -1.378  0.430
C  -2.311  -2.698  0.199
C  -0.165  -1.629  1.055
C  0.484  -0.437  1.612
C  1.854  -0.145  1.594
C  2.279  1.211  1.357
C  1.333  2.207  0.757
C  3.572  1.583  1.669
C  4.514  0.655  2.130
C  5.877  1.099  2.568
C  4.152  -0.704  2.130
C  2.866  -1.135  1.827
C  2.557  -2.595  1.826
C  -3.180  0.596  0.371
C  -3.126  0.621  -1.138
C  -3.941  1.569  1.018
H  -5.297  3.360  2.366
H  -5.739  2.217  3.652
H  -4.284  3.204  3.817
H  -3.644  0.524  4.217
H  -2.268  -2.517  2.998
H  -1.077  -1.339  3.587
H  -2.644  -1.483  4.390
H  -1.365  -0.986  -0.573
H  -3.264  -2.503  -0.305
H  -1.717  -3.357  -0.442
H  -2.531  -3.234  1.127
H  -0.229  -2.397  1.839
H  0.460  -2.056  0.250
H  -0.201  0.381  1.842
H  1.870  3.145  0.572
H  0.941  1.844  -0.205
H  0.467  2.425  1.398
H  3.867  2.628  1.549
H  6.480  0.250  2.908
H  6.431  1.607  1.765
H  5.812  1.813  3.400
H  4.894  -1.452  2.393
H  3.450  -3.163  2.106
H  1.774  -2.870  2.544
H  2.232  -2.940  0.836
H  -3.802  1.404  -1.514
H  -2.119  0.858  -1.518
H  -3.443  -0.334  -1.588
H  -4.436  2.338  0.420
C  0.482  -1.269  6.033
C  1.822  -0.923  5.499
C  2.560  -2.000  4.993
N  3.152  -2.968  4.671
C  2.536  0.245  5.907
C  1.948  1.248  6.738
C  2.667  2.373  7.112
C  4.000  2.538  6.698
C  4.741  3.709  7.095
N  5.360  4.654  7.401
C  4.614  1.534  5.934
C  3.910  0.396  5.574
H  -0.078  -0.410  6.405
H  -0.105  -1.779  5.261
H  0.594  -1.995  6.857
H  0.925  1.113  7.106
H  2.184  3.141  7.722
H  5.654  1.663  5.636
H  4.442  -0.401  5.046

No. 2
# C32H37BBiBrFN8S

A molecular structure, C32H37BBiBrFN8S (ωB97M-V/def2-TZVPD, OMol25).

Properties
ΔE to the lowest compared entry with this formula, charge and spin: 13.64 kcal/mol
charge: +1

Geometry (Å):
Bi  -0.038  0.111  -0.067
C  0.796  2.477  2.524
C  -0.625  2.015  2.529
C  -1.701  2.517  3.255
C  -2.801  1.759  2.885
C  -4.215  1.868  3.355
N  -2.397  0.849  1.984
N  -1.053  0.994  1.778
B  -3.213  -0.297  1.294
N  -2.528  -1.630  1.602
N  -1.266  -1.827  1.145
C  -0.873  -3.013  1.591
C  0.468  -3.579  1.248
C  -1.902  -3.601  2.344
C  -2.938  -2.691  2.329
C  -4.280  -2.760  2.982
N  -3.214  -0.059  -0.250
N  -2.082  -0.187  -1.008
C  -2.410  0.014  -2.287
C  -1.381  0.020  -3.370
C  -3.785  0.225  -2.367
C  -4.257  0.171  -1.065
C  -5.656  0.342  -0.570
H  0.836  3.544  2.738
H  1.376  1.955  3.286
H  1.276  2.312  1.556
H  -1.683  3.336  3.959
H  -4.296  2.678  4.076
H  -4.893  2.072  2.526
H  -4.546  0.946  3.835
H  -4.338  -0.281  1.694
H  1.141  -2.808  0.866
H  0.925  -4.045  2.121
H  0.361  -4.345  0.477
H  -1.886  -4.562  2.837
H  -4.400  -3.723  3.472
H  -4.391  -1.978  3.736
H  -5.085  -2.639  2.257
H  -0.479  -0.519  -3.068
H  -1.770  -0.465  -4.264
H  -1.107  1.045  -3.631
H  -4.368  0.396  -3.259
H  -6.315  0.548  -1.410
H  -6.014  -0.553  -0.060
H  -5.724  1.174  0.133
C  5.203  1.698  -3.413
C  4.808  1.320  -2.008
C  5.691  1.396  -0.937
C  5.300  0.987  0.328
C  4.002  0.529  0.467
Br  3.417  -0.157  2.144
N  3.124  0.480  -0.509
C  3.532  0.849  -1.730
H  6.135  2.261  -3.424
H  4.430  2.298  -3.894
H  5.347  0.802  -4.021
H  6.697  1.771  -1.092
H  5.976  1.012  1.172
H  2.800  0.742  -2.525
F  -0.749  6.225  -1.886
C  -0.613  4.935  -1.545
C  0.627  4.344  -1.643
C  0.751  3.007  -1.278
C  -0.340  2.261  -0.822
C  -1.576  2.910  -0.744
C  -1.725  4.241  -1.105
H  1.471  4.924  -1.995
H  1.732  2.555  -1.350
H  -2.458  2.377  -0.395
H  -2.684  4.743  -1.052
S  1.652  -2.084  -2.255
C  2.888  -3.020  -1.593
N  2.714  -4.369  -1.469
C  3.609  -5.229  -0.918
C  4.790  -4.770  -0.441
C  5.052  -3.387  -0.556
C  4.139  -2.542  -1.119
H  1.837  -4.718  -1.831
H  3.321  -6.270  -0.892
H  5.504  -5.448  0.003
H  5.993  -2.994  -0.194
H  4.336  -1.483  -1.220

No. 3
# C32H37Cl2KN4

A molecular structure, C32H37Cl2KN4 (ωB97M-V/def2-TZVPD, OMol25).

Properties
ΔE to the lowest compared entry with this formula, charge and spin: 0.00 kcal/mol

Geometry (Å):
K  1.649  0.898  1.573
Cl  1.555  4.124  1.842
C  3.205  3.958  2.450
Cl  4.069  2.620  1.646
H  3.165  3.741  3.509
H  3.747  4.872  2.248
C  -1.984  -1.726  -2.519
C  -1.320  -1.519  -3.856
C  -1.613  -2.374  -4.917
C  -1.057  -2.200  -6.175
C  -0.177  -1.150  -6.395
C  0.149  -0.304  -5.348
C  -0.415  -0.476  -4.085
N  -0.086  0.448  -3.056
C  0.678  0.130  -1.924
N  0.983  -1.180  -1.809
C  1.563  -1.904  -0.699
C  1.241  -1.556  0.615
C  1.857  -2.389  1.567
C  2.675  -3.472  1.254
C  2.933  -3.765  -0.077
C  2.385  -2.976  -1.084
C  2.676  -3.284  -2.533
N  1.056  1.047  -1.099
C  0.632  2.375  -1.272
C  1.586  3.332  -1.636
C  1.258  4.673  -1.751
C  -0.034  5.095  -1.473
C  -0.983  4.156  -1.096
C  -0.682  2.799  -1.004
C  -1.751  1.810  -0.624
H  -2.962  -2.189  -2.656
H  -2.110  -0.775  -2.001
H  -1.390  -2.366  -1.862
H  -2.313  -3.185  -4.749
H  -1.313  -2.878  -6.980
H  0.263  -0.996  -7.372
H  0.855  0.505  -5.498
H  0.079  1.394  -3.367
H  0.885  -1.702  -2.664
H  1.677  -2.199  2.630
H  3.112  -4.084  2.037
H  3.569  -4.602  -0.344
H  3.372  -4.120  -2.612
H  3.120  -2.429  -3.051
H  1.775  -3.568  -3.090
H  2.599  2.992  -1.816
H  2.018  5.391  -2.036
H  -0.300  6.142  -1.543
H  -1.994  4.480  -0.867
H  -2.446  2.256  0.093
H  -1.307  0.908  -0.195
H  -2.327  1.500  -1.500
C  -3.252  0.737  3.362
N  -2.681  -0.527  2.823
C  -3.387  -0.984  1.601
C  -1.189  -0.389  2.571
C  -0.455  -0.242  3.880
C  -0.595  -1.281  4.812
C  -0.022  -1.164  6.067
C  0.699  -0.007  6.357
C  0.853  0.981  5.390
C  0.288  0.932  4.097
H  -4.293  0.572  3.629
H  -3.171  1.492  2.583
H  -2.662  1.041  4.223
H  -2.764  -1.238  3.550
H  -3.210  -0.251  0.817
H  -4.453  -1.069  1.802
H  -2.975  -1.942  1.296
H  -1.079  0.519  1.979
H  -0.857  -1.242  1.973
H  -1.108  -2.211  4.555
H  -0.114  -1.960  6.795
H  1.152  0.108  7.337
H  1.451  1.848  5.669